Record 1
DFT (ωB97M-V/def2-TZVPD) results for 8 unconnected molecules or ions with the total composition C36H66BrCl15O3PS.

total charge	-1
HOMO energy	-4.45	eV
spin multiplicity	1
LUMO energy	1.625	eV
largest force on an atom	0.0754	hartree/bohr
gap between HOMO and LUMO	6.1	eV

XYZ file:
```
123
Properties=species:S:1:pos:R:3:forces:R:3:lowdin_charge:R:1
Br 3.468 1.661 1.115 0.1 -0.2 0.0 0.6416
Cl 6.853 2.558 0.707 0.1 0.0 -0.1 0.5134
Cl 10.871 -3.438 3.239 0.0 0.0 0.0 0.5337
Cl 7.736 6.624 -3.013 0.0 0.0 0.0 0.5183
Cl -2.751 -5.734 0.626 -0.1 0.5 -0.3 0.3890
Cl -1.986 7.494 1.103 0.0 0.0 0.0 0.5524
Cl -5.766 -3.121 2.053 -0.7 -2.0 -0.4 0.7027
Cl -6.818 -8.349 0.485 0.0 0.0 0.0 0.5262
Cl -7.700 -7.123 -2.570 -0.1 0.0 0.0 0.5272
Cl 4.670 5.569 -1.950 0.0 0.1 0.0 0.5450
Cl 11.199 -0.223 2.162 0.2 0.0 0.0 0.5645
Cl 6.609 -0.602 1.965 0.0 0.0 0.0 0.5375
Cl -8.031 -4.184 4.373 0.0 0.0 0.0 0.5344
Cl 1.301 7.484 2.001 0.1 0.3 0.1 0.5859
Cl -2.838 0.361 -4.080 -0.1 0.0 0.0 0.6032
Cl -3.446 2.731 -6.454 0.0 0.0 0.0 0.5362
S -2.168 -5.519 -1.323 1.7 -1.6 -3.1 0.3312
P 0.231 0.701 0.555 -0.5 0.1 -0.5 0.6228
O 1.146 1.822 -3.244 -0.3 -0.8 -0.4 -0.0953
O -1.232 -6.584 -1.583 0.3 0.1 1.1 -0.3767
O -3.252 -5.593 -2.267 -1.0 1.0 1.2 -0.3505
C 1.576 -0.376 2.971 0.8 0.1 -0.4 -0.1409
C 5.657 4.856 -3.245 -0.1 -0.1 -0.1 -0.6682
C 1.371 3.412 0.279 0.7 -0.3 1.0 -0.3337
C -0.716 -2.411 2.538 -0.1 0.0 0.4 -0.1184
C -6.081 -7.068 -1.814 0.2 0.0 0.0 -0.6743
C -8.244 -4.142 2.602 -0.1 0.0 -0.1 -0.6539
C 1.524 2.077 1.096 -0.3 1.4 0.3 -0.7168
C -1.208 -0.418 -0.144 -0.7 -0.3 -0.9 -0.2586
C 7.784 0.655 2.434 0.0 0.0 0.1 -0.6889
C -3.542 1.156 1.497 0.5 0.6 -1.1 -0.2354
C -3.958 0.166 2.386 -0.1 -0.1 0.1 -0.0477
C 0.478 8.673 0.963 0.1 0.1 -0.1 -0.6528
C 0.503 -2.138 1.623 0.5 -0.9 0.7 -0.2506
C -2.237 1.957 1.641 -0.7 -0.4 1.2 -0.1993
C -1.980 -2.700 -1.065 0.4 -0.3 -0.2 -0.2159
C 0.415 1.049 -2.305 0.4 -2.5 -0.6 -0.3692
C -4.326 1.438 0.364 -0.1 -0.6 0.8 -0.0546
C 7.134 4.945 -2.952 0.0 -0.2 0.0 -0.6652
C -5.799 -8.293 -0.980 0.1 0.1 -0.1 -0.6503
C -1.246 -3.990 -1.521 -0.4 1.6 1.1 -0.2751
C -3.344 0.085 -5.764 0.0 -0.1 0.0 -0.6570
C -5.495 0.711 0.160 0.1 0.4 -0.6 -0.0997
C -0.956 -1.501 -1.217 -1.4 -1.2 -0.3 -0.2376
C 10.318 -2.766 1.683 -0.1 0.0 -0.1 -0.6581
C 1.256 0.473 -1.087 -1.1 1.5 -1.8 -0.2489
C 0.789 0.459 -3.682 -0.8 1.7 2.6 -0.1051
C 0.304 4.345 0.899 0.1 0.2 -0.2 -0.1331
C 7.193 2.042 2.376 0.0 0.1 0.2 -0.6615
C -2.760 1.106 -6.709 0.0 -0.1 -0.1 -0.6662
C -0.949 8.913 1.392 0.0 0.1 0.0 -0.6706
C 11.248 -1.698 1.163 0.0 -0.1 -0.2 -0.6493
C -5.133 -0.571 2.173 0.8 0.6 0.6 -0.2095
C -0.983 1.116 2.021 -0.6 0.4 0.9 -0.2739
C -6.961 -4.435 1.867 0.3 -0.3 -0.1 -0.6223
C 1.115 -0.710 1.498 0.2 -0.7 0.8 -0.4103
C -5.890 -0.295 1.035 -0.3 0.0 0.1 -0.1556
H 2.051 -0.894 0.939 -0.4 0.3 0.1 0.0717
H -1.372 9.736 0.817 0.0 0.0 0.0 0.0676
H -1.949 0.262 -0.616 0.4 0.0 0.2 0.0731
H -8.644 -3.166 2.335 0.1 0.0 0.1 0.0681
H -0.520 1.661 2.863 0.2 -0.1 -0.4 0.0610
H 1.557 -0.291 -3.500 0.0 0.2 -1.0 0.0971
H -4.432 0.090 -5.794 0.0 0.1 0.0 0.0659
H -1.835 -0.873 0.641 0.6 0.1 0.0 0.0509
H 0.532 8.317 -0.064 -0.1 -0.1 0.1 0.0727
H 0.141 4.140 1.973 0.1 -0.1 -0.4 0.0743
H -2.122 2.619 0.772 0.2 -0.4 0.1 0.0735
H 0.413 -2.741 0.705 -0.2 0.6 -0.1 0.0773
H 0.687 5.379 0.864 -0.5 -0.5 -0.2 -0.0176
H 1.044 9.602 1.034 0.0 0.0 0.0 0.0678
H -6.017 -6.160 -1.220 0.0 0.0 0.0 0.0563
H 5.361 3.810 -3.327 0.0 0.0 0.1 0.0764
H 9.307 -2.385 1.820 0.0 0.0 0.1 0.0489
H 7.370 4.539 -1.971 -0.1 0.1 0.0 0.0511
H -5.357 -6.997 -2.622 0.0 0.0 0.0 0.0587
H -6.506 -5.362 2.211 -0.1 0.0 0.0 0.0570
H 12.278 -2.045 1.127 0.0 0.0 0.1 0.0652
H -8.990 -4.897 2.355 0.1 0.0 0.0 0.0708
H -0.310 -4.065 -0.946 -0.5 -0.4 0.0 0.0978
H -1.371 0.208 2.516 0.4 0.1 -0.4 0.0439
H 1.314 -2.690 2.153 -0.2 0.2 -0.3 0.1000
H 7.899 2.759 2.793 0.1 -0.1 0.0 0.0704
H -0.955 -3.859 -2.573 -0.4 -0.8 0.1 0.1238
H 1.264 -1.126 3.711 -0.2 0.2 -0.2 0.0599
H -0.417 1.804 -0.151 0.1 0.2 0.1 0.0133
H -2.985 0.826 -7.738 -0.1 0.0 0.0 0.0688
H 6.265 2.107 2.942 -0.1 -0.1 -0.1 0.0593
H -1.010 9.165 2.448 0.0 -0.1 0.0 0.0644
H -0.004 0.432 -4.433 0.6 -0.2 0.0 0.0565
H 8.097 0.430 3.453 0.0 0.0 0.0 0.0703
H 1.271 3.244 -0.801 -0.3 0.0 0.3 0.0923
H -0.773 -1.694 3.374 0.0 -0.1 -0.4 0.0604
H -4.761 -8.276 -0.647 0.0 0.1 0.0 0.0651
H -1.679 1.176 -6.601 0.0 0.1 0.1 0.0638
H 1.295 0.618 3.331 -0.1 -0.2 -0.1 0.0464
H 7.692 4.383 -3.700 0.0 0.0 0.0 0.0695
H 10.949 -1.408 0.156 -0.1 0.0 0.0 0.0749
H -0.682 4.283 0.419 0.3 0.0 0.0 0.0539
H 2.088 1.177 -1.239 0.4 -0.6 0.9 0.0469
H -6.800 -0.856 0.804 0.3 0.1 0.2 0.0795
H -3.992 2.210 -0.332 -0.2 -0.3 0.1 0.1117
H -0.597 -3.397 3.024 -0.1 0.3 -0.3 0.0689
H -2.317 -2.841 -0.028 0.2 0.2 -0.2 0.0733
H -2.999 -0.911 -6.039 0.1 0.0 0.0 0.0723
H -7.161 -4.530 0.799 -0.1 0.0 0.0 0.0692
H -6.075 0.933 -0.742 0.0 -0.2 0.4 0.0982
H 5.403 5.356 -4.178 0.0 0.1 0.1 0.0650
H -5.962 -9.211 -1.540 -0.1 0.0 0.0 0.0682
H 0.030 -1.988 -1.257 0.0 0.6 0.3 0.0819
H -0.648 1.278 -2.128 0.6 0.4 -0.2 0.0980
H -3.332 -0.052 3.255 -0.2 0.0 -0.2 0.1114
H -2.453 2.632 2.496 0.2 -0.1 -0.4 0.1130
H -1.703 -2.421 2.053 0.3 0.2 0.0 0.0419
H 10.278 -3.594 0.976 0.1 0.0 0.0 0.0736
H 1.363 2.430 2.127 0.2 -0.5 -0.2 0.0250
H 2.341 3.922 0.422 -0.4 -0.1 -0.2 0.0545
H -5.386 -1.380 2.906 0.3 1.9 -0.7 0.0017
H -2.878 -2.538 -1.684 0.3 0.0 0.2 0.1132
H 1.585 -0.540 -1.342 0.0 0.2 0.2 0.0624
H 2.680 -0.408 2.984 -0.4 0.1 0.1 0.0391
H -1.165 -1.151 -2.244 0.5 0.2 0.4 0.0678
H 8.650 0.561 1.784 -0.1 0.1 0.0 0.0064
```
Positions in Å, forces in eV/Å.

***

Record 2
DFT (ωB97M-V/def2-TZVPD) results for a molecular structure, C36H92F6N7O12Ti.

HOMO energy (alpha / beta)	-4.81 / -8.09	eV
spin multiplicity	4
energy relative to the best compared isomer or geometry (same formula, charge and spin)	47.23	kJ/mol
LUMO energy (alpha / beta)	0.342 / 0.331	eV
largest force on an atom	0.0475	hartree/bohr
⟨S²⟩	3.7512
gap between HOMO and LUMO (alpha / beta)	5.1 / 8.4	eV

XYZ file:
```
154
Properties=species:S:1:pos:R:3:forces:R:3:lowdin_spin:R:1
Ti -3.848 -0.696 0.942 1.6 0.1 -0.2 2.6507
F -2.669 -0.437 -7.013 0.1 0.2 -0.2 0.0000
F -0.333 -0.266 2.365 0.2 0.0 0.2 0.0022
F -4.467 -0.613 -5.843 0.0 -0.2 0.1 0.0000
F -3.862 1.337 -6.532 0.0 -0.2 -0.3 0.0000
F -0.110 1.806 2.913 -0.3 0.3 -0.4 0.0003
F 1.299 0.890 1.552 0.2 0.4 0.3 0.0003
O 0.299 -4.213 -0.906 -0.3 0.3 0.1 0.0002
O 2.994 0.140 -5.722 0.4 -0.1 0.2 0.0000
O -2.182 1.137 0.696 0.1 -0.9 0.1 0.0436
O 3.979 1.697 3.773 0.3 0.1 0.1 0.0000
O -3.384 0.526 -3.692 0.4 0.7 0.3 0.0040
O -5.844 -1.317 3.476 0.3 -0.2 -0.3 0.0353
O -0.312 0.771 -0.624 0.3 -0.6 0.8 0.0013
O -3.698 -3.054 0.797 0.2 0.5 0.1 0.0481
O -2.229 2.186 -2.001 0.6 0.7 0.7 0.0050
O -1.856 1.669 -4.869 -0.1 0.0 -1.0 0.0001
O 3.923 0.653 -1.110 -1.1 -1.1 0.0 0.0000
O -2.938 3.707 5.575 -0.2 -0.1 0.6 0.0002
N -2.920 6.230 4.342 -0.3 -0.3 0.4 0.0000
N 1.057 -0.909 -7.686 -0.3 0.6 0.4 0.0000
N 2.814 1.183 6.242 -0.9 -0.5 -0.6 0.0000
N -3.034 -1.565 -1.584 -1.6 1.0 -0.5 0.0236
N 2.891 -5.008 1.607 -0.7 0.4 -0.6 0.0000
N -2.942 -0.529 3.375 0.5 -1.5 -0.4 0.0226
N 7.094 0.821 0.717 -1.0 -0.7 0.5 0.0000
C 1.604 -4.476 -0.438 0.0 -0.7 -0.2 0.0000
C -6.994 -2.035 3.798 -1.1 -0.1 1.5 0.0034
C -0.848 1.278 0.612 -0.3 2.2 -0.2 0.0027
C 0.005 0.972 1.877 -0.1 -2.0 -0.9 0.0009
C 3.261 -0.752 -4.676 0.1 -0.5 0.7 0.0000
C 0.048 -4.749 -2.183 0.6 -0.4 -0.3 0.0001
C 2.431 -1.385 -7.568 -0.2 -0.4 0.2 0.0000
C -2.548 2.711 6.510 0.7 0.8 -0.4 0.0001
C -4.049 -3.408 -2.892 -0.6 0.3 0.2 0.0021
C 4.666 0.575 0.070 1.7 1.3 0.8 0.0000
C -2.585 0.433 -4.778 0.0 0.0 2.4 0.0002
C 1.607 -4.476 1.068 -0.3 0.1 1.4 0.0000
C -3.403 0.168 -6.055 0.2 0.4 0.2 0.0000
C 1.291 -3.133 1.760 1.0 -0.7 -0.7 0.0003
C -3.941 -2.725 -1.536 1.3 -0.7 0.5 0.0252
C -1.871 4.073 4.709 -1.4 0.0 -0.6 0.0001
C 6.132 0.214 -0.251 0.7 1.2 0.2 0.0000
C -4.991 -1.125 4.597 -0.7 0.6 -1.1 0.0021
C -3.309 -3.778 1.947 0.3 0.7 0.7 0.0087
C 2.987 -1.964 -8.881 0.5 0.9 1.0 0.0000
C 1.329 3.033 5.954 -0.7 0.3 1.2 0.0000
C 5.271 1.998 3.309 -0.3 0.6 -0.9 0.0000
C 6.397 -1.262 -0.399 0.7 0.2 -0.3 0.0000
C 4.102 1.794 -1.896 0.0 1.1 0.3 0.0000
C -4.543 1.267 3.741 -1.3 -0.1 0.6 0.0201
C 2.191 2.031 5.197 1.0 1.1 1.8 0.0000
C 0.055 2.995 -5.345 0.0 -0.4 -0.3 0.0000
C -0.533 1.596 -5.385 -0.2 0.0 0.4 0.0000
C -3.353 -3.635 -0.454 -0.3 -0.7 -0.6 0.0066
C 0.422 -0.445 -0.692 0.4 -0.6 -0.7 0.0010
C 3.390 -0.322 -7.001 -1.2 0.0 -0.4 0.0000
C -3.997 -0.035 4.272 2.0 0.7 0.6 0.0061
C 3.322 2.752 4.470 -0.6 -0.9 -1.2 0.0000
C -1.477 5.304 2.574 0.5 -0.4 -0.3 0.0001
C 0.337 -0.890 -2.136 -0.3 0.5 -0.9 0.0001
C -2.488 4.997 3.675 0.5 0.5 -0.7 0.0001
H 0.063 -1.270 -0.069 -0.5 0.4 0.2 0.0008
H 7.425 -1.430 -0.739 -0.1 0.1 -0.2 0.0000
H 0.936 2.993 -5.989 0.3 0.1 0.4 0.0000
H -3.058 -3.712 -3.233 -0.1 -0.2 0.0 0.0006
H 3.593 -4.982 0.875 0.2 0.0 0.1 0.0000
H 2.838 -0.363 -3.751 -0.2 0.1 -0.2 0.0000
H -2.165 -1.787 -2.058 0.2 -0.5 0.5 0.0000
H -3.736 -4.664 -0.458 -0.3 0.1 -0.2 0.0006
H 4.261 -0.042 0.877 -0.5 -0.6 -0.7 0.0000
H -3.454 -0.964 -2.316 0.2 0.6 0.4 0.0052
H 2.369 -2.196 -6.837 0.0 -0.1 -0.1 0.0000
H 0.480 2.550 6.446 0.0 -0.3 -0.2 0.0000
H -0.450 1.227 -6.413 -0.5 -0.1 0.0 0.0000
H -4.753 -4.241 -2.855 0.3 -0.2 -0.1 0.0003
H -2.429 1.537 -2.774 -1.3 -1.0 -0.8 0.0001
H 0.266 3.295 -4.320 0.2 0.1 -0.1 0.0000
H -1.939 5.727 1.682 -0.1 0.3 0.2 0.0000
H -0.659 5.941 2.913 -0.2 0.2 0.1 0.0000
H -2.276 -3.751 -0.632 0.1 0.4 0.5 0.0006
H -3.410 2.245 6.980 -0.2 -0.1 -0.4 0.0001
H 1.543 -3.272 2.813 -0.3 0.1 0.1 0.0000
H 4.418 -0.697 -7.043 0.1 0.3 0.2 0.0000
H 4.046 3.226 5.138 -0.3 0.2 0.3 0.0000
H 4.322 -0.901 -4.435 0.2 0.2 -0.5 0.0000
H 2.214 -2.305 -9.561 0.0 -0.2 0.1 0.0000
H 5.719 1.083 2.929 0.3 -0.1 0.5 0.0000
H -3.316 4.483 3.170 -0.1 -0.2 0.3 0.0001
H -4.447 -2.701 -3.622 0.1 0.1 0.0 0.0003
H 0.719 -1.887 -2.355 0.1 0.0 0.3 0.0000
H -3.443 -4.854 1.848 -0.1 0.0 -0.1 0.0005
H 3.848 2.730 -1.375 0.1 -0.2 0.4 0.0000
H -5.609 -0.759 5.426 0.1 -0.3 0.2 0.0003
H -0.994 4.387 2.218 -0.2 -0.1 0.1 0.0001
H -0.630 3.711 -5.798 -0.2 -0.1 0.1 0.0000
H 3.155 -4.337 2.317 0.5 -0.2 0.0 0.0000
H 5.230 2.650 2.421 -0.2 0.1 0.1 0.0000
H -4.901 -2.398 -1.127 -0.1 0.1 -0.4 0.0303
H -1.906 2.033 5.938 -0.1 -0.6 0.5 0.0000
H -2.091 1.718 -1.130 -0.3 -0.4 0.2 0.0014
H -0.791 -4.238 -2.649 0.1 0.2 0.0 0.0001
H 5.137 1.911 -2.228 -0.1 -0.1 -0.3 0.0000
H 6.367 0.803 -1.144 -0.4 -0.9 -0.7 0.0000
H 0.790 -5.106 1.438 0.1 -0.5 -0.5 0.0000
H 3.574 -1.165 -9.346 -0.1 -0.2 -0.4 0.0000
H -1.847 -0.355 -4.522 0.2 -0.3 -1.2 0.0000
H 2.895 3.484 3.770 0.3 0.1 -0.1 0.0000
H -7.582 -1.522 4.582 0.0 0.5 -0.4 0.0002
H 0.989 -0.010 -8.164 0.3 -0.2 -0.5 0.0000
H -0.698 -0.825 -2.473 -0.2 -0.3 0.2 0.0000
H 5.741 -1.683 -1.159 -0.2 -0.3 0.3 0.0000
H -1.066 4.589 5.237 0.1 -0.1 0.1 0.0000
H 1.868 3.450 6.816 0.4 -0.2 -0.2 0.0000
H 4.693 1.558 0.567 -0.1 0.1 -0.3 0.0000
H -3.894 -3.370 2.773 -0.3 -0.3 -0.1 0.0020
H 3.689 -2.739 -8.577 0.0 -0.2 -0.5 0.0000
H -2.346 -1.163 3.912 -0.6 -0.7 -0.2 0.0009
H -2.947 2.823 -1.891 -0.2 -0.2 -0.2 0.0009
H -0.167 -5.826 -2.171 -0.2 0.0 0.4 0.0000
H -0.592 2.351 0.471 0.0 0.1 0.2 0.0000
H 0.757 -0.623 -6.756 -0.1 -0.4 0.1 0.0000
H 0.953 -4.676 -2.798 -0.2 0.4 -0.2 0.0000
H -3.647 6.707 3.821 0.2 0.0 -0.2 0.0000
H 0.242 -2.872 1.653 0.1 0.4 -0.1 0.0003
H 3.577 0.686 5.801 0.2 0.0 0.3 0.0000
H 5.877 2.556 4.029 0.1 -0.4 0.3 0.0000
H 0.909 3.935 5.512 0.3 -0.3 -0.9 0.0000
H -1.958 3.170 7.313 0.1 -0.1 0.0 0.0000
H 3.401 1.794 -2.729 0.2 -0.5 -0.2 0.0000
H -2.282 -3.539 2.249 0.2 -0.3 -0.4 0.0012
H 8.022 0.479 0.507 0.1 0.2 0.0 0.0000
H 0.797 -0.192 -2.842 0.4 0.1 0.4 0.0000
H -3.812 2.064 3.632 0.3 -0.3 -0.1 0.0003
H -7.654 -2.173 2.948 0.3 0.0 -0.3 0.0018
H 1.466 -0.276 -0.422 0.0 0.1 0.0 0.0001
H -6.838 -2.986 4.332 0.6 -0.2 -0.7 0.0001
H 3.123 1.763 7.009 0.3 -0.1 -0.1 0.0000
H -5.256 1.624 4.493 -0.1 0.2 -0.2 0.0009
H 1.905 -5.479 -0.775 0.0 0.0 0.1 0.0000
H 2.352 -3.794 -0.871 -0.2 0.3 0.1 0.0000
H 3.196 0.558 -7.621 0.7 0.0 -0.2 0.0000
H 6.367 -1.757 0.574 -0.5 -0.1 -0.1 0.0000
H -2.163 0.051 3.080 -0.9 1.3 0.0 0.0018
H -0.018 0.875 -4.735 0.5 0.2 -0.2 0.0000
H -5.112 1.111 2.821 0.2 0.1 -0.1 0.0295
H -1.552 3.171 4.179 0.5 0.0 0.2 0.0001
H -3.519 0.171 5.243 -0.2 0.2 0.0 0.0011
H 7.049 1.824 0.587 0.4 0.0 0.1 0.0000
H -3.381 5.931 5.198 0.0 0.2 0.1 0.0000
H 2.838 -1.747 -4.853 -0.1 0.0 0.0 0.0000
H 2.007 -2.409 1.360 -0.5 0.5 0.0 0.0000
H -4.487 -2.073 4.812 0.0 0.1 0.4 0.0002
H 1.608 1.392 4.543 0.1 0.1 -0.3 0.0000
```
Positions in Å, forces in eV/Å.